Below is a cluster of 2 separate species, C2H2N2OS in total, with properties calculated with ωB97M-V/def2-TZVPD.

Frontier orbital gap (eV): 9.84
LUMO level (Ha): 0.028
Net charge: 0
Max |F| (eV/Å): 2.9
Molar mass (g/mol): 102.12
Energy above the lowest of the compared OMol25 structures with the same formula, charge and spin (eV): 2.948
Highest occupied orbital energy (eV): -9.083

```
8
Properties=species:S:1:pos:R:3:forces:R:3
C -0.3424 -1.2312 0.9720 0.261 -2.224 0.590
C -0.2837 0.2730 -1.7131 -1.051 1.438 0.527
N 0.6060 0.9021 0.7276 0.985 1.799 -0.054
N 0.0669 -0.1295 1.0564 -0.022 -1.681 -0.083
O -1.2064 0.6884 -1.1787 -1.594 -0.273 0.009
S 1.0469 0.0218 -2.3881 2.230 -1.128 -1.402
H -0.0105 -2.2104 1.3993 -0.688 1.364 -0.147
H 0.1232 1.6858 1.1247 -0.121 0.705 0.560
```
Forces are in eV/Å.

Charges per atom according to natural (NBO) partitioning, unit e:
1. C -0.065
2. C 0.412
3. N -0.492
4. N -0.015
5. O -0.469
6. S 0.051
7. H 0.234
8. H 0.344

---

Below is a cluster of 2 separate species, C2H2N2OS in total, with properties calculated with ωB97M-V/def2-TZVPD.

Frontier orbital gap (eV): 9.27
LUMO level (Ha): 0.017
Net charge: 0
Max |F| (eV/Å): 4.6
Molar mass (g/mol): 102.12
Energy above the lowest of the compared OMol25 structures with the same formula, charge and spin (eV): 3.019
Highest occupied orbital energy (eV): -8.800

```
8
Properties=species:S:1:pos:R:3:forces:R:3
C -0.6034 0.1281 0.5199 2.494 0.808 -1.511
C -3.3195 -0.5585 -0.2496 -0.802 -1.696 -0.319
N 1.2550 0.9646 -0.7177 1.513 2.102 -1.874
N 0.4247 0.4160 -0.0604 -3.624 -1.645 2.302
O -3.2667 -1.6885 -0.5307 0.437 1.436 0.277
S -3.6104 0.9156 0.1547 -0.039 0.369 -0.031
H -0.9231 0.2532 1.5308 0.192 -0.510 0.375
H 1.8839 0.5246 -1.3847 -0.171 -0.863 0.779
```
Forces are in eV/Å.

Charges per atom according to natural (NBO) partitioning, unit e:
1. C -0.129
2. C 0.446
3. N -0.496
4. N 0.022
5. O -0.457
6. S 0.012
7. H 0.229
8. H 0.372

---

Below is the molecule C2H2N2OS, with properties calculated with ωB97M-V/def2-TZVPD.

Frontier orbital gap (eV): 9.17
LUMO level (Ha): -0.005
Net charge: 0
Max |F| (eV/Å): 4.4
Molar mass (g/mol): 102.12
Energy above the lowest of the compared OMol25 structures with the same formula, charge and spin (eV): 4.227
Highest occupied orbital energy (eV): -9.313
SMILES: C1=NOC=NS1

```
8
Properties=species:S:1:pos:R:3:forces:R:3
C 0.1146 0.0075 1.3340 1.287 0.330 1.997
N 0.9008 -0.6976 0.6036 0.460 0.869 1.608
O 0.5879 -1.0353 -0.6913 -1.791 1.331 0.290
C -0.0906 0.0531 -1.3084 0.276 -1.820 0.554
N -0.8231 0.9030 -0.7305 -1.236 -0.623 -0.931
S -1.6531 0.3954 0.7951 3.982 0.295 -0.688
H 0.7771 0.5035 2.3564 -2.673 -1.715 -3.070
H 0.1862 -0.1296 -2.3589 -0.305 1.333 0.240
```
Forces are in eV/Å.

Charges per atom according to natural (NBO) partitioning, unit e:
1. C -0.116
2. N -0.152
3. O -0.343
4. C 0.371
5. N -0.588
6. S 0.364
7. H 0.260
8. H 0.204

---

Below is a cluster of 2 separate species, C2H2N2OS in total, with properties calculated with ωB97M-V/def2-TZVPD.

Frontier orbital gap (alpha / beta) (eV): 9.05 / 9.05
LUMO level (alpha / beta) (Ha): 0.011 / 0.011
Net charge: 0
Max |F| (eV/Å): 4.8
Molar mass (g/mol): 102.12
Energy above the lowest of the compared OMol25 structures with the same formula, charge and spin (eV): 3.285
Highest occupied orbital energy (alpha / beta) (eV): -8.741 / -8.740

```
8
Properties=species:S:1:pos:R:3:forces:R:3
C -0.7043 -0.0966 0.5420 -1.751 -0.548 1.236
C 0.9705 1.4211 0.2788 -1.402 2.196 -3.974
N -0.6502 -0.9461 -0.2693 -0.402 1.439 0.008
N -0.7159 -1.4830 -1.3831 -1.068 -0.062 -0.151
O 0.5803 1.8882 -0.7378 1.338 -0.962 2.340
S 1.5378 0.9421 1.6206 1.499 -0.213 1.685
H -1.1376 0.2518 1.4864 0.400 -0.731 -0.763
H 0.1193 -1.9775 -1.5378 1.387 -1.121 -0.380
```
Forces are in eV/Å.

Charges per atom according to natural (NBO) partitioning, unit e:
1. C -0.047
2. C 0.396
3. N -0.013
4. N -0.511
5. O -0.459
6. S 0.047
7. H 0.255
8. H 0.332